{
  "formula": "C34H54BrN5O8P",
  "method": "the ωB97M-V functional and the def2-TZVPD basis",
  "spin_multiplicity": 1,
  "lumo_energy_ev": -3.50,
  "relative_energy_ev": 7.084,
  "charge": 1,
  "symbols": ["C", "C", "C", "C", "N", "C", "C", "C", "O", "C", "C", "N", "C", "C", "C", "P", "O", "O", "C", "C", "O", "C", "C", "C", "C", "C", "N", "C", "C", "N", "Br", "C", "C", "C", "C", "C", "N", "H", "H", "H", "H", "H", "H", "H", "H", "H", "H", "H", "H", "H", "H", "H", "H", "H", "H", "H", "H", "H", "H", "H", "H", "H", "H", "H", "H", "H", "H", "H", "H", "H", "H", "H", "H", "H", "H", "H", "H", "H", "H", "O", "C", "O", "C", "C", "C", "H", "H", "H", "H", "H", "H", "O", "C", "O", "C", "C", "C", "H", "H", "H", "H", "H", "H"],
  "coordinates": [[-1.0196, -4.8729, -1.6394], [-1.1465, -3.6006, -0.6398], [0.1384, -2.6409, -0.6468], [-0.0185, -1.3034, -1.5322], [-1.3688, -0.6711, -1.4808], [-2.0689, -0.6366, -2.8034], [-2.6146, -2.0498, -3.3201], [-3.0695, -1.8862, -4.8564], [-4.3239, -1.1794, -4.9862], [-4.4411, -0.5032, -6.2606], [-1.3848, 0.6056, -0.7852], [-0.4701, 1.7279, -0.9652], [0.6563, 1.7489, 0.0159], [1.2722, 3.2329, 0.2656], [0.4617, 4.0911, 1.3547], [-0.4626, 5.5696, 0.6239], [0.5944, 6.4715, -0.0649], [-1.0981, 6.4751, 1.9210], [-2.3534, 5.9253, 2.4197], [-2.1873, 5.2444, 3.8737], [-1.5958, 5.1523, -0.5748], [-2.4499, 6.2971, -0.9197], [-4.0186, 5.9102, -0.9211], [-0.0420, 1.9122, -2.3594], [-0.9306, 2.6449, -3.4365], [-0.3408, 2.6987, -4.8574], [0.8893, 2.2259, -5.3757], [1.7236, 1.5477, -4.4499], [1.2920, 1.3892, -2.9809], [-2.3974, 0.7960, 0.0941], [-2.6794, 2.3590, 1.0674], [-3.3843, -0.3304, 0.2792], [-2.9088, -1.4315, 1.2354], [-3.8955, -2.6474, 1.4122], [-5.1821, -2.4626, 0.5463], [-5.5028, -1.2460, -0.3387], [-4.5757, -0.1787, -0.4583], [-0.3688, -4.6312, -2.5490], [-0.7185, -5.8407, -1.1020], [-2.0927, -5.0617, -2.0316], [-2.1425, -3.0786, -0.8186], [-1.2154, -4.0507, 0.4257], [0.3633, -2.3248, 0.4445], [1.0516, -3.2015, -1.0465], [0.1472, -1.6279, -2.6317], [0.8531, -0.6199, -1.2627], [-2.9797, 0.0747, -2.7260], [-1.3709, -0.1286, -3.5765], [-1.7298, -2.7834, -3.3126], [-3.4513, -2.4743, -2.6680], [-3.1835, -2.9317, -5.3047], [-2.1960, -1.3762, -5.4069], [-3.4734, -0.4580, -6.8675], [-4.7878, 0.5809, -6.1117], [-5.2248, -1.0255, -6.9245], [0.2620, 1.3488, 1.0290], [1.5533, 1.0844, -0.2539], [2.3174, 3.0396, 0.7206], [1.4478, 3.8130, -0.7008], [-0.1800, 3.3952, 1.9921], [1.2446, 4.5442, 2.0753], [-2.8257, 5.1975, 1.6744], [-3.1190, 6.7808, 2.5607], [-3.2450, 5.0670, 4.2912], [-1.6347, 4.2471, 3.8579], [-1.6961, 6.0336, 4.5469], [-2.2173, 6.6930, -1.9786], [-2.3221, 7.1848, -0.2153], [-4.6277, 6.4705, -0.1229], [-4.5037, 6.1892, -1.9309], [-4.2118, 4.7961, -0.7584], [-1.9602, 3.0707, -3.1708], [-1.0224, 3.2162, -5.6323], [2.7271, 1.1028, -4.7923], [2.0159, 0.8259, -2.2847], [-1.8923, -1.3981, 1.7630], [-3.6744, -3.5528, 2.0592], [-5.9595, -3.3095, 0.5717], [-6.4852, -1.2118, -0.9378], [3.7401, -0.0797, -0.2337], [3.8139, -0.8629, 0.6828], [2.7573, -1.2222, 1.4602], [3.2161, -2.0786, 2.5166], [4.5180, -2.6592, 2.0204], [5.0679, -1.5412, 1.1610], [3.3471, -1.4768, 3.4209], [2.4712, -2.8524, 2.7121], [5.1908, -2.9645, 2.8283], [4.3186, -3.5374, 1.3964], [5.6569, -0.8302, 1.7458], [5.6493, -1.9262, 0.3234], [6.5835, -3.0816, 3.9780], [6.6501, -3.8632, 4.8958], [5.5903, -4.2172, 5.6689], [6.0392, -5.0723, 6.7280], [7.3418, -5.6598, 6.2386], [7.9001, -4.5449, 5.3800], [6.1681, -4.4695, 7.6317], [5.2904, -5.8422, 6.9210], [8.0068, -5.9660, 7.0476], [7.1422, -6.5376, 5.6159], [8.4889, -3.8351, 5.9658], [8.4838, -4.9335, 4.5457]]
}